No. 1
Density functional theory data (the ωB97M-V functional and the def2-TZVPD basis) for C5H20FN10O5Y as an isolated structure.

The geometry in XYZ format:
```
42
Properties=species:S:1:pos:R:3:forces:R:3:lowdin_charge:R:1
Y -5.663937 22.117741 5.090284 -1.051 -4.951 3.370 2.007
F -6.332493 20.184656 6.162775 0.972 2.537 -1.177 -0.490
C -4.992591 22.508769 8.442586 2.857 -2.241 6.643 -0.697
O -5.334459 22.633572 7.325370 -2.312 1.464 -7.697 -0.054
N -4.332695 23.415813 9.153408 0.970 2.966 -1.232 0.205
N -5.015758 21.361189 9.132862 -0.725 -0.859 0.241 0.209
H -3.885166 24.102562 8.563323 -0.156 0.475 0.372 0.132
H -3.929204 23.364662 10.077889 -0.379 -0.473 -0.116 0.142
H -4.699250 21.533523 10.076376 -0.402 -1.073 0.099 0.127
H -5.683600 20.631479 8.928846 0.001 0.015 0.085 0.130
C -2.685532 20.287040 5.614170 1.172 -2.082 1.001 -0.700
O -3.636992 20.971065 5.250619 -3.140 3.157 -1.341 -0.112
N -1.699289 19.879151 4.891747 2.106 0.249 -3.960 0.226
N -2.550316 19.736723 6.789134 -1.059 0.105 3.632 0.218
H -1.028407 19.212870 5.246847 -0.101 0.229 -0.363 0.147
H -1.593828 20.179165 3.933115 0.011 -0.226 0.049 0.149
H -1.680644 19.262300 6.985850 -0.418 0.112 0.411 0.139
H -3.079191 20.096940 7.570560 -0.059 -0.347 -0.005 0.116
C -9.176889 21.303675 4.229725 -0.229 -1.705 -0.658 -0.682
O -7.960406 21.462189 4.481625 2.056 1.905 -0.110 -0.132
N -10.071751 21.110466 5.145128 -0.525 0.919 4.410 0.206
N -9.712655 21.066863 3.063902 0.705 -0.271 -3.099 0.216
H -9.784713 21.462954 6.047058 -0.589 -0.370 0.309 0.139
H -11.016526 20.772655 5.029504 0.252 0.296 -0.102 0.148
H -9.096317 20.746186 2.330835 -0.295 0.156 -0.264 0.142
H -10.664316 20.728584 3.066311 0.230 0.152 -0.525 0.138
C -4.907404 16.948088 3.925295 1.374 -3.770 -5.233 -0.780
O -4.546150 16.871244 2.749370 0.578 0.404 -0.720 0.014
N -4.808894 18.081060 4.537462 0.022 3.351 2.543 0.157
N -5.283838 15.850317 4.517133 -1.582 -1.862 3.021 0.203
H -5.623453 18.255694 5.108498 0.224 0.962 0.173 0.053
H -4.465093 18.696102 3.813839 -0.543 0.713 0.350 0.100
H -5.829723 15.926052 5.363525 0.140 -0.500 -0.112 0.068
H -5.267323 14.938108 4.083891 -0.043 0.569 -0.378 0.139
C -8.053707 16.938219 6.200045 -2.853 -5.519 0.524 -0.717
O -8.200575 15.696162 6.313520 0.239 2.212 -0.811 0.019
N -6.981156 17.532501 6.614459 4.040 1.961 1.326 0.129
N -8.979830 17.802343 5.774970 -0.728 1.682 -0.696 0.173
H -6.216506 17.001241 7.005841 -0.470 -0.039 0.158 0.132
H -6.904502 18.538936 6.650750 0.153 -0.112 0.057 0.049
H -8.631249 18.748029 5.840371 -0.924 0.118 -0.431 0.070
H -9.892640 17.593911 5.396242 0.482 -0.313 0.256 0.122
```
Forces are in eV/Å.

Results
**Net charge**: +2
**HOMO level**: -13.362 eV
**Gap between HOMO and LUMO**: 5.2188 eV
**Energy above the lowest of the compared OMol25 structures with the same formula, charge and spin**: 0.0 kcal/mol

No. 2
Density functional theory data (the ωB97M-V functional and the def2-TZVPD basis) for C5H20FO5Pd as an isolated structure.

The geometry in XYZ format:
```
32
Properties=species:S:1:pos:R:3:forces:R:3:mulliken_spin:R:1
Pd 0.080408 -0.077454 -2.978180 -0.170 -1.187 2.082 1.563
F -0.358732 0.344166 -0.875200 0.655 -0.510 -2.221 0.231
C -2.685872 2.210426 1.257490 0.272 0.054 0.549 0.001
O -1.967972 2.406316 -0.001460 -1.075 0.083 1.464 0.021
H -2.154732 1.739896 2.084880 1.091 -0.069 -0.380 0.003
H -2.972412 3.162616 1.703940 0.017 0.282 -0.703 0.001
H -3.566402 1.568516 1.284230 -0.263 0.067 -1.174 0.000
H -1.391752 1.662656 -0.192640 -0.222 -0.276 0.250 -0.004
C -0.491362 -0.768414 2.450160 1.269 -0.219 0.448 0.002
O -1.391292 -0.788654 1.394700 -0.989 0.537 -0.886 0.029
H -0.266172 -1.820634 2.623980 0.313 0.130 0.902 0.003
H 0.427798 -0.236784 2.203960 0.320 -0.149 -0.332 0.000
H -0.810382 -0.210574 3.330580 -0.713 -0.456 0.086 0.000
H -0.920642 -0.506764 0.606910 -0.205 0.046 -0.149 -0.010
C -0.571272 -3.016324 -1.677740 0.137 -0.087 2.732 0.000
O -0.657222 -2.359154 -2.890280 0.246 1.112 -1.856 0.050
H -1.519822 -3.517504 -1.484980 0.143 -0.068 0.274 0.003
H 0.269008 -3.703764 -1.580430 -0.006 -0.168 -0.451 0.002
H -0.406512 -2.243504 -0.926940 -0.260 -0.196 0.247 0.006
H -1.024102 -3.022504 -3.479320 -0.091 0.503 -0.920 0.007
C 2.659198 -0.825244 -1.334190 0.102 -1.171 1.398 0.001
O 2.010588 -1.038834 -2.609400 -0.052 1.219 -0.013 0.072
H 3.694148 -0.484654 -1.365700 -0.246 0.392 -0.628 0.002
H 2.063998 -0.208684 -0.660630 0.059 0.080 -0.495 0.005
H 2.684228 -1.832524 -0.918420 0.099 0.098 0.484 0.003
H 2.573078 -1.664664 -3.071510 -0.338 -0.107 -0.696 0.006
C 1.104448 2.847756 1.390840 0.069 0.009 0.194 0.000
O 1.642938 1.703936 0.740510 0.589 -0.361 -0.081 0.006
H 0.704068 3.553166 0.662700 -0.121 0.060 0.174 0.000
H 0.355748 2.567186 2.131670 -0.293 0.009 -0.149 0.001
H 1.909438 3.312096 1.960470 0.104 -0.010 -0.264 0.000
H 0.977578 1.247906 0.220000 -0.439 0.353 0.115 -0.003
```
Forces are in eV/Å.

Results
**2S+1**: 3
**Net charge**: +1
**HOMO level (spin up / spin down)**: -12.510 / -12.431 eV
**Gap between HOMO and LUMO (spin up / spin down)**: 6.5923 / 3.7140 eV
**Energy above the lowest of the compared OMol25 structures with the same formula, charge and spin**: 66.6 kcal/mol

No. 3
Density functional theory data (the ωB97M-V functional and the def2-TZVPD basis) for a 6-piece molecular cluster, C5H20IN10O5 overall.

The geometry in XYZ format:
```
41
Properties=species:S:1:pos:R:3:forces:R:3:lowdin_charge:R:1
I -0.264497 -0.083356 0.387905 0.175 0.086 0.104 -0.794
C -1.237117 4.943234 -3.506825 0.699 0.706 0.274 -0.745
O -1.701267 5.551454 -4.448885 -0.332 0.196 -0.985 0.016
N -1.527367 3.651064 -3.278525 -0.889 -0.268 -0.672 0.160
N -0.342837 5.525364 -2.680465 0.499 0.083 0.794 0.141
H -1.925497 3.380944 -4.166575 -0.297 -1.283 0.584 0.110
H -1.137377 3.035714 -2.578995 0.058 0.088 -0.447 0.103
H 0.029063 6.406414 -3.005345 -0.254 -0.110 0.683 0.106
H -0.282017 5.162374 -1.739915 0.528 0.505 -0.171 0.101
C 2.587843 3.370824 3.467325 0.850 0.183 -4.695 -0.844
O 3.234903 4.099154 4.098015 3.192 3.397 4.008 0.082
N 1.660943 2.577734 3.802735 -4.490 -3.709 3.080 0.175
N 2.696333 3.300034 2.120135 0.682 0.092 -3.386 0.135
H 1.388673 2.505944 4.772695 -0.109 -0.156 -0.377 0.128
H 1.275693 1.984284 3.081965 -0.364 -0.228 0.774 0.084
H 2.081883 2.683374 1.608005 0.276 0.089 -0.113 0.065
H 3.517843 3.582184 1.604745 -0.163 0.166 0.564 0.102
C 1.756423 -0.349236 -4.614625 2.208 0.216 -6.185 -0.852
O 1.927453 -0.353796 -5.830985 -0.680 -0.223 -1.382 -0.005
N 2.166873 0.635524 -3.922255 1.123 4.883 3.173 0.166
N 1.460313 -1.351906 -3.914025 -2.327 -4.803 3.586 0.186
H 2.065753 0.544434 -2.921465 0.459 1.056 -0.096 0.103
H 2.563683 1.421434 -4.417235 -0.252 -0.087 0.552 0.128
H 1.275623 -1.071366 -2.961505 -0.449 -1.475 0.249 0.091
H 1.233553 -2.252536 -4.310935 -0.216 0.451 0.285 0.134
C -0.707937 -5.963666 -0.528965 -3.064 3.249 -2.189 -0.804
O -1.664657 -5.779286 -1.265525 -0.317 1.266 -0.454 0.026
N 0.004843 -5.071136 0.152815 0.683 2.813 0.992 0.164
N -0.279117 -7.130976 -0.334315 2.802 -6.024 1.732 0.153
H -0.131287 -4.083756 -0.010465 -0.120 -0.122 0.219 0.104
H 0.789283 -5.353346 0.722995 -0.223 0.397 -0.310 0.100
H -0.463647 -7.876226 -0.990545 0.067 0.151 0.539 0.132
H 0.450233 -7.104386 0.363865 0.146 -1.636 -0.540 0.106
C -3.151907 -1.465576 4.814305 -1.959 -3.663 1.466 -0.827
O -3.924947 -1.819936 5.680225 -0.217 -0.606 1.514 0.026
N -2.452747 -2.278986 4.030735 0.913 -3.192 -0.397 0.151
N -2.970707 -0.297706 4.413585 0.746 8.191 -2.167 0.169
H -1.768827 -1.853676 3.421265 0.345 -0.736 0.243 0.081
H -2.288127 -3.130386 4.548545 0.431 -0.318 -0.896 0.111
H -3.295367 0.538304 4.878125 -0.305 -0.471 -0.204 0.130
H -2.649947 -0.228536 3.458375 0.150 0.844 0.251 0.103
```
Forces are in eV/Å.

Results
**Net charge**: -1
**HOMO level**: -5.365 eV
**Gap between HOMO and LUMO**: 7.6564 eV
**Energy above the lowest of the compared OMol25 structures with the same formula, charge and spin**: 108.0 kcal/mol

No. 4
Density functional theory data (the ωB97M-V functional and the def2-TZVPD basis) for a 5-piece molecular cluster, C5H20N10O5 overall.

The geometry in XYZ format:
```
40
Properties=species:S:1:pos:R:3:forces:R:3:lowdin_charge:R:1
N 4.703991 3.310860 -3.058252 -2.617 2.308 1.581 0.141
C 4.975422 2.155030 -3.626162 -2.022 0.351 0.598 -0.833
N 6.199462 2.203330 -3.963852 6.279 -1.406 -2.353 0.161
O 4.175161 1.284590 -3.800702 -1.475 -1.975 -0.465 0.058
H 5.455342 3.892220 -2.715332 -1.024 0.204 0.198 0.110
H 3.703822 3.404270 -2.953212 0.370 0.930 0.759 0.119
H 6.642521 3.110580 -3.937242 0.322 -0.708 -0.440 0.115
H 6.596821 1.447580 -4.503342 0.130 0.285 0.157 0.129
N 0.858992 0.522750 0.305008 5.613 -2.130 3.145 0.150
C -0.276499 1.097930 0.152188 -2.028 -0.212 0.092 -0.799
N -0.591819 0.934550 -1.124692 -2.253 0.929 -2.218 0.148
O -0.964599 1.551380 1.039718 -0.588 0.876 0.474 0.037
H 1.183872 0.418910 1.255678 0.128 -0.019 -0.197 0.124
H 1.340721 -0.034320 -0.386152 -0.265 0.271 0.231 0.117
H -1.366489 1.526520 -1.388412 0.278 -0.270 -0.887 0.116
H 0.191271 0.676340 -1.707952 -0.863 0.557 -0.636 0.106
N 2.244302 0.340050 6.762228 -1.676 2.166 0.190 0.150
C 3.213131 -0.518540 6.491128 2.433 2.831 -4.504 -0.758
N 3.171212 -1.552790 7.238148 0.761 -5.146 3.385 0.159
O 4.050741 -0.338650 5.567628 -1.268 -0.276 1.659 -0.015
H 1.461652 0.057730 7.334808 0.161 0.411 -0.254 0.106
H 2.247761 1.221200 6.268608 -0.249 -0.326 0.116 0.117
H 2.698781 -1.563050 8.130788 -0.037 0.214 -0.287 0.115
H 3.956632 -2.187440 7.217238 -0.132 0.127 -0.321 0.126
N -5.629408 1.647870 5.527568 3.082 0.807 3.820 0.157
C -6.566339 1.504160 4.655578 -3.357 -0.671 -1.883 -0.769
N -6.142668 1.162080 3.430758 0.921 -0.438 -2.151 0.153
O -7.752338 1.601210 4.955408 -0.088 0.151 -0.153 0.012
H -4.632438 1.675470 5.368258 -0.409 -0.043 -0.174 0.115
H -5.968138 1.865690 6.453808 0.284 -0.002 -0.152 0.122
H -5.157428 1.058990 3.233868 -0.254 0.062 0.059 0.100
H -6.749379 1.061710 2.629548 -0.154 0.141 0.611 0.112
N -1.855339 -4.627260 -8.664752 0.523 -1.564 -0.983 0.162
C -2.267608 -3.798920 -7.706712 -0.646 4.357 -1.313 -0.760
N -2.377318 -4.359040 -6.544372 -0.137 -2.738 3.683 0.148
O -2.522929 -2.595630 -7.790572 0.333 -0.262 -1.073 0.007
H -1.758529 -5.561980 -8.294582 0.232 -0.062 -1.124 0.095
H -1.857589 -4.452470 -9.659512 -0.151 0.155 0.504 0.119
H -2.423378 -3.789620 -5.711462 -0.110 -0.207 -0.369 0.126
H -2.211379 -5.353280 -6.480702 -0.045 0.322 0.677 0.103
```
Forces are in eV/Å.

Results
**HOMO level**: -9.564 eV
**Gap between HOMO and LUMO**: 10.0368 eV
**Energy above the lowest of the compared OMol25 structures with the same formula, charge and spin**: 83.1 kcal/mol

No. 5
Density functional theory data (the ωB97M-V functional and the def2-TZVPD basis) for a 5-piece molecular cluster, C5H20N2O5 overall.

The geometry in XYZ format:
```
32
Properties=species:S:1:pos:R:3:forces:R:3:lowdin_charge:R:1
C -0.759502 0.765388 -2.328742 -0.287 0.847 -0.224 -0.113
N -1.271795 -0.331752 -1.511140 1.155 0.084 0.159 -0.115
C -0.789533 -0.258479 -0.143968 0.538 1.122 1.834 -0.227
C -0.979952 -1.574687 0.592679 0.247 -1.966 0.377 -0.372
N 0.060052 -2.624107 0.416253 -0.675 0.316 0.435 0.058
C -1.206720 -1.483730 2.107369 0.521 0.116 0.161 -0.125
C -0.207282 -0.804950 3.049938 -0.691 -0.102 -0.398 -0.206
O 0.956307 -0.541601 2.860601 -0.179 -0.180 -0.200 0.029
H 0.339495 0.652064 -2.452874 -0.689 0.132 -0.012 0.070
H -1.227504 0.889112 -3.323144 0.209 -0.813 0.378 0.090
H -0.972713 1.738284 -1.862020 0.409 -0.143 0.146 0.064
H -2.244555 -0.563680 -1.624922 -0.119 0.271 0.166 0.116
H -1.092954 0.608837 0.568317 -0.841 -0.957 -1.380 0.130
H 0.281769 0.010652 -0.092567 -0.146 -0.620 -0.843 0.100
H -1.932464 -2.053375 0.259998 0.433 0.526 -0.147 0.139
H 0.498171 -2.699516 -0.489105 0.176 0.135 0.097 0.038
H 0.718699 -2.612865 1.186467 0.180 0.128 -0.526 0.065
H -1.348511 -2.511978 2.518921 0.044 0.590 -0.246 0.141
H -2.141448 -0.962684 2.233952 -0.483 0.238 0.463 0.109
H -0.666656 -0.521362 4.015960 0.041 -0.152 0.106 0.125
O 2.447740 2.371668 -1.631356 -0.257 -0.034 0.428 -0.066
H 1.909409 1.676238 -1.228679 0.108 -0.160 -0.175 -0.007
H 2.318577 3.052056 -0.959844 0.173 0.238 -0.242 0.026
O 0.870128 -2.191120 -2.572391 0.103 0.295 0.198 -0.073
H 1.446061 -1.462263 -2.839077 -0.028 -0.260 -0.015 0.037
H 0.172390 -1.743022 -2.058598 -0.224 0.089 -0.490 -0.010
O 1.753919 1.375039 1.056819 -0.016 0.240 0.054 -0.065
H 2.690666 1.487567 1.247673 0.008 0.028 -0.056 0.066
H 1.447520 0.738024 1.720258 0.168 -0.147 -0.043 -0.002
O -0.653774 3.049295 0.205685 -0.123 0.459 -0.030 -0.061
H -0.330737 3.956313 0.266538 -0.149 -0.053 -0.073 0.046
H -0.084804 2.570637 0.810999 0.395 -0.264 0.099 -0.008
```
Forces are in eV/Å.

Results
**HOMO level**: -8.819 eV
**Gap between HOMO and LUMO**: 9.2050 eV
**Energy above the lowest of the compared OMol25 structures with the same formula, charge and spin**: 53.7 kcal/mol

No. 6
Density functional theory data (the ωB97M-V functional and the def2-TZVPD basis) for a 5-piece molecular cluster, C5H20N2O5 overall.

The geometry in XYZ format:
```
32
Properties=species:S:1:pos:R:3:forces:R:3:lowdin_charge:R:1
C -1.750413 -0.889200 2.220084 0.718 1.242 1.684 -0.103
C -0.906923 0.204523 1.576374 -3.537 0.597 -1.271 -0.226
C -0.793323 0.097726 0.044418 0.927 -0.809 0.955 -0.147
C 0.617213 -0.483830 -0.282067 -0.126 2.011 -2.038 -0.299
N 1.641097 0.534544 -0.200352 0.254 1.722 1.042 0.052
C 0.596542 -0.939157 -1.739691 -0.550 -2.755 -0.150 -0.474
N -0.494951 -1.716910 -2.111969 0.376 1.028 1.066 0.139
O 1.585068 -0.810642 -2.428037 0.091 0.320 -0.976 0.041
H -2.787286 -0.791755 1.975096 -0.630 0.022 -0.290 0.068
H -1.410988 -1.836871 1.997552 0.687 -2.346 -0.785 0.033
H -1.658016 -0.837918 3.325149 -0.207 0.185 -0.495 0.089
H 0.036746 0.344194 2.013751 0.945 0.442 0.678 0.058
H -1.620791 1.036568 1.709913 1.171 0.532 0.489 0.111
H -1.239666 0.983668 -0.479162 1.447 -0.537 0.163 0.130
H -1.360315 -0.711699 -0.337626 -1.437 -0.435 0.444 0.049
H 0.838343 -1.377014 0.346205 -0.256 0.589 -0.230 0.166
H 1.258726 1.448688 -0.474182 -0.268 -0.507 0.591 0.058
H 2.478776 0.520004 -0.787713 -0.425 -1.173 0.370 0.043
H -0.519106 -2.266903 -2.952034 0.394 0.291 -0.250 0.102
H -1.267647 -1.867977 -1.438659 0.920 0.105 -1.100 0.034
O 1.993450 1.158498 3.620587 -0.052 -0.223 0.645 -0.060
H 2.155970 2.007886 3.207458 -0.045 -0.111 -0.398 0.034
H 1.762139 0.521254 2.939236 0.235 0.354 -0.292 0.003
O -0.118690 3.434980 -0.330688 0.567 1.077 -0.664 -0.061
H -1.070914 3.509710 -0.360559 -0.456 -0.149 0.111 0.028
H 0.160858 4.263120 -0.785711 -0.066 -0.898 0.525 0.063
O -2.549777 -2.951983 -1.080192 -0.982 1.586 -0.704 -0.037
H -2.089147 -3.559559 -1.652290 -0.051 -1.032 0.864 0.056
H -2.767117 -3.138283 -0.175561 0.299 -1.154 0.254 0.056
O 3.463777 1.566558 -2.282572 -1.256 -1.497 -1.172 -0.095
H 2.539438 1.866143 -2.358742 0.486 0.515 0.228 0.032
H 3.276928 0.681637 -2.718016 0.827 1.012 0.705 0.055
```
Forces are in eV/Å.

Results
**HOMO level**: -8.906 eV
**Gap between HOMO and LUMO**: 9.1997 eV
**Energy above the lowest of the compared OMol25 structures with the same formula, charge and spin**: 53.1 kcal/mol